[1]
The following is a DFT calculation (ωB97M-V/def2-TZVPD) of a cluster of 2 separate species, C10H23ClNO4P2 in total.

Properties
**HOMO-LUMO gap**: 8.6036 eV
**Charge**: +1
**E**: -51516.97083 eV

Last column: Mulliken charge in e.
Atoms and positions in Å:
C 1.87556 -2.10550 -1.80363  -1.30
C 1.63830 -1.01039 -0.81361  0.54
O 2.53958 -0.39419 -0.39263  -0.52
N 0.32634 -0.70872 -0.37956  -0.05
C -0.02914 -1.43697 0.84251  -0.82
C -0.07872 -0.50599 2.05752  -0.23
C 0.95138 0.60333 2.02601  -1.10
C 2.30482 0.26269 2.63038  -0.50
P 2.17261 -0.36421 4.32569  0.00
P 1.99786 -2.58933 4.38589  0.48
O 0.43736 -2.88903 4.72905  -0.39
Cl 3.01563 -2.96227 6.13273  -0.19
H 1.40720 -3.03130 -1.49161  0.35
H 1.50527 -1.83624 -2.78419  0.33
H 2.93147 -2.28532 -1.85162  0.39
H -0.34009 -0.97097 -1.09552  0.20
H 0.61116 -2.29671 1.02475  0.31
H -1.01883 -1.84057 0.71500  0.48
H -0.05537 -1.11765 2.95870  0.03
H -1.04736 -0.03293 2.05405  0.45
H 0.55403 1.41939 2.61964  0.45
H 1.08215 1.00503 1.04143  0.46
H 2.85204 1.19135 2.73748  0.48
H 2.92083 -0.37460 2.00673  0.40
H 3.35302 -0.04233 5.00902  0.19
H 1.05844 0.28689 4.88920  0.19
H 0.00070 -2.06287 4.99514  0.36
O -2.25490 1.64015 -0.55817  -0.54
C -2.46970 1.75889 -1.73388  0.83
O -1.95525 0.84554 -2.58446  -0.38
C -2.28879 0.79011 -3.97877  -0.40
C -1.43178 1.73086 -4.79938  -0.99
C -3.22817 2.94279 -2.28534  -1.11
H -3.35515 0.96148 -4.12683  0.35
H -2.09382 -0.23804 -4.27958  0.33
H -1.58877 2.77083 -4.51370  0.27
H -1.66098 1.62786 -5.85980  0.37
H -0.37519 1.51052 -4.64596  0.30
H -2.53955 3.77847 -2.40134  0.27
H -3.99795 3.21699 -1.56856  0.33
H -3.72621 2.75298 -3.23278  0.35

[2]
The following is a DFT calculation (ωB97M-V/def2-TZVPD) of a structure of composition C25H39N5O5STi.

Properties
**HOMO-LUMO gap (spin up / spin down)**: 6.5165 / 7.6070 eV
**Charge**: 0
**E**: -78196.90958 eV
**Expectation value of S²**: 2.011
**Spin multiplicity**: 3

Last column: Löwdin spin population.
Atoms and positions in Å:
Ti 0.40242 1.36639 -0.05807  1.30
C 2.36926 4.34139 -1.98006  0.00
C 1.44139 3.22800 -2.33723  0.00
O 1.47502 2.12881 -1.76908  0.02
N 0.53375 3.42750 -3.30243  0.00
C -0.45450 2.39536 -3.57113  0.00
C -1.64428 2.41939 -2.64226  0.00
C -2.79700 3.08652 -3.02798  0.00
C -3.92208 3.03069 -2.22530  0.00
C -3.86262 2.28519 -1.06426  0.00
C -2.66792 1.67318 -0.73642  0.01
N -1.57056 1.73501 -1.49342  0.01
H 3.30600 3.92064 -1.62490  0.00
H 1.90161 4.86634 -1.14440  0.00
H 2.54047 5.02800 -2.80781  0.00
H 0.40428 4.35856 -3.66054  0.00
H 0.04331 1.43136 -3.48550  0.00
H -0.80204 2.51194 -4.59631  0.00
H -2.81165 3.63150 -3.96304  0.00
H -4.82919 3.54597 -2.51238  0.00
H -4.71592 2.18773 -0.40801  0.00
H -2.57949 1.10682 0.18011  0.00
C 1.51229 -2.93556 4.02338  0.00
C 0.51340 -2.71768 2.89994  0.00
N -0.45818 -1.66796 3.19906  0.00
C -0.27763 -0.37202 2.91083  0.00
S 1.22031 0.22438 2.38491  0.00
N -1.30814 0.46990 3.08156  0.00
C -2.65890 0.10026 3.45697  0.00
C -2.85424 -0.02970 4.96378  0.00
H 2.21681 -3.72210 3.74923  0.00
H 1.01214 -3.23157 4.94768  0.00
H 2.07429 -2.02028 4.20615  0.00
H -0.05726 -3.62648 2.70020  0.00
H 1.02053 -2.44427 1.97448  0.00
H -1.32132 -1.94683 3.63306  0.00
H -1.09083 1.44004 2.87251  0.00
H -2.93591 -0.82555 2.94403  0.00
H -3.32254 0.87062 3.06134  0.00
H -2.19383 -0.78806 5.38816  0.00
H -3.88333 -0.30612 5.19681  0.00
H -2.62822 0.91471 5.45842  0.00
O -0.82635 2.59415 1.14587  0.08
N 0.03767 3.36750 0.49341  0.19
O -0.32071 4.38339 -0.12326  0.24
O 1.28154 3.09371 0.78664  0.09
C -2.06941 -1.79895 0.18663  0.00
C -1.35932 -2.48539 -0.97965  0.00
C -1.56772 -1.73333 -2.29629  0.00
C 0.10690 -2.76352 -0.70653  0.00
C 0.53317 -4.07932 -0.59014  0.00
C 1.87509 -4.39134 -0.44181  0.00
C 2.80042 -3.36283 -0.48887  0.00
C 2.43070 -2.02489 -0.61230  0.00
C 3.53948 -1.02110 -0.88683  0.00
C 3.43542 -0.51285 -2.32791  0.00
C 3.70905 0.13996 0.09402  0.01
C 1.05362 -1.71565 -0.63787  0.00
O 0.60084 -0.47276 -0.61007  0.02
H -3.11193 -1.58314 -0.06728  0.00
H -1.57394 -0.86455 0.45076  0.00
H -2.06019 -2.44216 1.06888  0.00
H -1.83083 -3.46653 -1.09910  0.00
H -1.08904 -0.75278 -2.26261  0.00
H -2.63398 -1.59413 -2.49474  0.00
H -1.13747 -2.29691 -3.12572  0.00
H -0.20651 -4.87251 -0.62822  0.00
H 2.19830 -5.41944 -0.33909  0.00
H 3.85858 -3.59880 -0.44956  0.00
H 4.46233 -1.60516 -0.81766  0.00
H 2.51249 0.04997 -2.46621  0.00
H 3.43947 -1.34654 -3.03237  0.00
H 4.27451 0.14578 -2.56747  0.00
H 2.91571 0.88236 0.00116  0.00
H 4.64430 0.66228 -0.12411  0.00
H 3.73814 -0.20661 1.12622  0.00

[3]
The following is a DFT calculation (ωB97M-V/def2-TZVPD) of the ion C4H9N2 with charge +1.

Properties
**HOMO-LUMO gap**: 10.1586 eV
**Charge**: +1
**E**: -7266.07165 eV
**SMILES string**: [H]/N=C(C)/[NH+]=C/C

Last column: Mulliken charge in e.
Atoms and positions in Å:
C -1.33890 -0.20011 0.29381  0.70
C 1.15243 -0.01881 -0.18721  0.31
C -1.62863 1.21717 0.00383  -1.27
C 2.40147 -0.58692 -0.41219  -1.05
N 0.05287 -0.54274 0.22746  -0.13
N -2.02321 -1.06434 0.83176  -0.58
H 1.16685 0.95905 -0.65131  0.36
H -0.89723 1.83531 0.58795  0.33
H -2.60301 1.50785 0.25622  0.40
H -1.64538 1.38696 -1.02405  0.38
H 2.45198 -1.69810 -0.21820  0.30
H 3.12766 0.01212 0.20832  0.34
H 2.51329 -0.35169 -1.47050  0.31
H 0.21651 -1.57519 0.53541  0.33
H -2.94673 -0.88058 1.01869  0.27

[4]
The following is a DFT calculation (ωB97M-V/def2-TZVPD) of a structure of composition C26H70Li3N6O11.

Properties
**HOMO-LUMO gap**: 7.7106 eV
**Charge**: +1
**E**: -60149.17458 eV

Last column: Mulliken charge in e.
Atoms and positions in Å:
Li 2.44125 -0.45993 -2.44487  0.67
Li 2.62577 1.47235 -1.08161  0.97
Li 3.89697 -1.45284 -0.56038  0.67
C 0.90111 2.52242 -2.24566  -1.04
C 1.57664 1.50023 -3.15741  1.99
C 1.71638 1.95457 -4.53099  -1.82
O 2.81162 0.99897 -2.64033  -1.29
H 0.02981 2.98394 -2.71036  0.44
H 1.40021 3.45952 -1.99902  0.61
H 0.65148 2.07739 -1.28247  -1.34
H 0.85197 0.69008 -3.23876  -0.34
H 0.83132 2.48353 -4.88451  0.35
H 1.77292 1.03572 -5.11461  0.30
H 2.53066 2.67163 -4.63528  0.38
C 2.22467 -0.32682 1.31618  0.23
C 1.95724 -0.71706 -0.19143  -0.32
C 0.66226 -0.14608 -0.70927  -2.39
O 3.00556 -0.26158 -1.03616  -1.83
H 2.15602 0.75181 1.45738  -0.90
H 3.25870 -0.54525 1.58294  -0.55
H 1.64145 -0.96769 1.97742  0.59
H 1.93908 -1.80427 -0.26712  1.86
H 0.35898 0.82823 -0.32606  2.86
H -0.17936 -0.74711 -0.36497  2.09
H 0.63067 -0.07279 -1.79634  0.02
C 4.96859 0.77921 1.44630  0.49
O 3.83702 0.90344 1.72690  -0.60
N 5.50452 1.72205 0.86485  -0.27
N 5.74772 -0.21373 1.70586  -0.32
H 6.51161 1.64822 0.84406  0.27
H 4.99904 2.59005 0.97056  0.28
H 6.73453 -0.19330 1.49171  0.21
H 5.37414 -0.84251 2.40242  0.30
C 3.97067 -1.57765 3.33787  0.38
O 4.75476 -1.86327 2.45686  -0.69
N 3.59582 -0.30981 3.41490  -0.32
N 3.11465 -2.45571 3.77362  -0.22
H 3.96220 0.33638 2.73057  0.24
H 2.94066 -0.03155 4.13144  0.30
H 2.99948 -3.40722 3.45512  0.23
H 2.46432 -2.22240 4.51033  0.21
C -4.74504 2.55994 2.65547  -1.58
C -4.14636 1.76293 1.50610  1.38
C -4.73349 2.30912 0.19100  -1.35
C -4.12502 3.57460 -0.35285  -0.83
C -2.67780 3.28432 -0.49324  -1.19
C -1.90702 2.87258 0.80308  1.46
N -2.65877 1.84933 1.48519  0.90
O -2.07147 1.23207 2.50136  -0.46
C -0.61508 2.18668 0.25414  -3.54
C -1.73782 4.10868 1.73236  -1.82
C -4.56786 0.26735 1.53906  -1.90
H -4.73796 1.88801 3.51370  0.45
H -5.77334 2.83054 2.41573  0.35
H -4.15395 3.39058 3.04116  0.25
H -4.53879 1.49077 -0.50217  0.18
H -5.82090 2.38435 0.19144  0.54
H -4.33253 4.50106 0.18258  0.38
H -4.58286 3.59479 -1.34182  0.52
H -2.19144 4.07367 -1.06638  0.39
H -2.52849 2.42826 -1.15124  0.24
H -0.07828 2.78076 -0.48548  1.15
H -0.02117 2.05448 1.15852  1.51
H -0.74932 1.17210 -0.12094  0.22
H -2.60259 4.77037 1.78163  0.33
H -1.51826 3.85827 2.77023  0.38
H -0.86698 4.65082 1.36384  0.45
H -4.09728 -0.37044 0.79082  0.13
H -5.60477 0.11801 1.23805  0.45
H -4.44639 -0.16671 2.53150  0.42
H -2.29716 1.87335 3.17916  0.38
C -1.62535 -3.16260 -3.48428  -1.84
C -1.57900 -2.18090 -2.32672  0.95
C -3.02410 -1.74795 -1.79718  -0.39
C -3.54814 -2.85749 -0.93729  -0.91
C -2.61458 -3.19274 0.20696  -1.59
C -1.19886 -3.59601 -0.16607  1.59
N -0.79030 -2.59653 -1.20041  1.59
O 0.57732 -2.62219 -1.44714  -1.11
C -0.33890 -3.58825 1.12636  -2.20
C -1.21997 -5.06669 -0.76580  -1.69
C -0.97538 -0.85432 -2.81936  -0.45
H -2.20969 -4.04808 -3.23414  0.42
H -0.63298 -3.53573 -3.73744  0.29
H -1.98290 -2.79622 -4.44658  0.39
H -3.00912 -0.82253 -1.22145  -0.51
H -3.74470 -1.72506 -2.61469  0.42
H -3.80449 -3.76538 -1.48331  0.52
H -4.51824 -2.61777 -0.50193  0.53
H -2.86005 -4.02825 0.86254  0.54
H -2.64938 -2.34653 0.89312  0.41
H 0.66725 -3.93082 0.88468  0.55
H -0.20510 -2.60026 1.56690  0.18
H -0.77032 -4.20232 1.91687  0.63
H -0.56253 -5.05869 -1.63516  0.32
H -0.72753 -5.65797 0.00618  0.56
H -2.15126 -5.57313 -1.01945  0.26
H 0.02163 -0.94649 -3.25015  -0.50
H -0.98623 -0.16426 -1.97568  -0.31
H -1.54543 -0.42482 -3.64318  0.68
H 0.90438 -1.81745 -1.03843  0.20
O 2.19348 2.56333 -0.07069  -0.69
H 2.38704 3.49060 -0.20836  0.33
H 1.67973 2.54270 0.73669  -0.15
O 1.67205 -1.58596 -2.99681  -0.62
H 1.63204 -1.52616 -3.95130  0.34
H 1.22438 -2.40606 -2.78876  0.38
O 4.03844 -2.41888 0.68968  -0.48
H 4.20185 -2.14271 1.59149  0.22
H 4.06400 -3.37516 0.72318  0.16
O -0.38783 0.04155 2.02045  -0.94
H -0.07112 -0.26046 1.16915  -0.59
H -1.01942 0.72969 1.81119  0.81
O 2.45368 2.29228 2.18451  -0.98
H 3.07565 1.57818 2.04507  0.96
H 1.71511 1.88269 2.63504  0.20